ORCA calculation (ωB97M-V/def2-TZVPD) on a structure of composition C21H26BrN3O3PPb in a non-equilibrium geometry.

Values from the calculation:
E_tot: -117382.989 eV
Gap between HOMO and LUMO: 3.556 eV
Net charge: +1
LUMO energy: -5.13 eV
Energy above the lowest of the compared OMol25 structures with the same formula, charge and spin: 43.0 kcal per mole

Each line ends with the Löwdin charge.
CARTESIAN COORDINATES (ANGSTROEM)
Pb1 -0.8025 0.4461 -0.6961  1.389
Br1 4.2214 -2.9221 4.2917  0.780
C1 2.7444 -2.2810 3.2725  -0.648
C2 2.6677 -0.9927 2.8339  -0.102
C3 1.5989 -0.6576 2.0037  -0.044
C4 0.6023 -1.5936 1.6947  -0.288
C5 0.6602 -2.8975 2.1867  -0.018
C6 1.7497 -3.2762 2.9536  -0.074
N1 -0.5352 -1.1925 0.9553  -0.035
C7 -1.6462 -1.9463 1.0108  -0.063
C8 -2.7306 -1.8776 0.1336  -0.287
C9 -3.6971 -2.9632 0.0703  0.049
C10 -4.6756 -2.9569 -0.9314  -0.011
C11 -4.7262 -1.8861 -1.8378  -0.007
C12 -3.8962 -0.7988 -1.6006  -0.093
N2 -2.9038 -0.8452 -0.6937  -0.070
H1 3.4518 -0.2833 3.1249  0.126
H2 1.5404 0.3400 1.5426  0.063
H3 -0.1225 -3.6183 1.9648  0.112
H4 1.8539 -4.2657 3.3606  0.100
H5 -1.8053 -2.6331 1.8815  0.153
H6 -3.6014 -3.7544 0.8015  0.118
H7 -5.3564 -3.7763 -1.0750  0.118
H8 -5.4674 -1.8454 -2.6319  0.125
H9 -3.9080 0.0788 -2.2567  0.129
C13 -1.9289 3.8666 0.1154  -0.074
O1 -0.5659 3.5774 0.5440  -0.324
P1 0.0530 2.2747 1.1674  0.543
O2 -0.6226 2.2212 2.6131  -0.297
C14 -0.1962 1.4589 3.7527  -0.089
O3 1.5021 2.8682 1.5238  -0.315
C15 2.5146 3.1726 0.5456  -0.066
H10 -1.9395 4.9752 0.0786  0.104
H11 -2.6728 3.5412 0.8638  0.099
H12 -2.0538 3.5554 -0.9325  0.074
H13 -0.9013 1.8311 4.5319  0.108
H14 0.8416 1.5870 4.0636  0.092
H15 -0.3929 0.3721 3.6004  0.082
H16 3.1939 3.9140 1.0181  0.110
H17 2.0539 3.5470 -0.3658  0.084
H18 3.0039 2.2141 0.3365  0.086
C16 -0.4650 1.5360 -4.0581  -0.092
C17 0.8022 0.9412 -3.4909  -0.446
C18 2.1393 1.3692 -3.6847  -0.094
C19 2.9949 0.4506 -3.0584  -0.070
C20 2.1300 -0.5301 -2.4629  -0.432
C21 2.5202 -1.7637 -1.7613  -0.078
N3 0.8291 -0.2006 -2.7140  -0.085
H19 -0.2885 2.0977 -4.9923  0.085
H20 -0.9116 2.2892 -3.3664  0.042
H21 -1.2014 0.7716 -4.2029  0.049
H22 2.4163 2.2667 -4.2339  0.093
H23 4.0397 0.5362 -2.9916  0.073
H24 3.4704 -2.1359 -2.2202  0.093
H25 1.7772 -2.5557 -1.9167  0.069
H26 2.6420 -1.6501 -0.6622  0.055